(1)
A structure of composition C4H25N2O8. Source: the OMol25 dataset; level of theory: the ωB97M-V functional and the def2-TZVPD basis.

```
39
Properties=species:S:1:pos:R:3:forces:R:3:mulliken_spin:R:1
C 0.1525 0.6781 2.4009 0.047 1.031 -0.504 0.0787
N 1.5590 0.2647 2.4237 -1.405 -0.917 0.132 0.0822
C -0.8819 -0.4054 1.8385 -0.679 0.322 -0.030 -0.0370
C -1.8664 -1.0128 2.8853 1.220 0.985 0.115 0.0671
N -1.7422 0.3400 0.9462 1.598 0.118 -0.871 0.7585
C -1.4559 0.2312 -0.5042 -0.971 -0.915 -1.009 -0.0325
O -0.2466 0.7871 -0.7850 -0.848 0.585 0.822 0.1097
H 0.1035 1.6043 1.7773 0.071 -0.879 0.182 -0.0035
H -0.2738 1.0281 3.3464 0.557 -0.410 0.370 0.0028
H 1.5880 -0.6986 2.7867 0.251 0.565 0.080 -0.0052
H 1.8543 0.1696 1.4525 0.079 0.248 0.088 -0.0040
H -0.3263 -1.2158 1.2996 -0.556 0.855 0.188 -0.0035
H -2.5984 -0.2387 3.1541 -0.113 -0.510 -0.133 -0.0019
H -1.2962 -1.2089 3.7831 0.092 -0.343 0.282 0.0023
H -2.2763 -1.9256 2.4821 -0.458 -0.065 0.045 -0.0009
H -2.0441 1.2934 1.2291 0.075 -0.904 0.157 -0.0333
H -1.4927 -0.8460 -0.7835 0.010 0.513 0.416 0.0077
H -2.3106 0.6997 -1.0081 0.164 0.227 -0.051 -0.0031
H 1.3220 4.1534 -1.7433 0.100 -0.131 -0.189 0.0000
H 2.5635 3.3214 -1.5239 0.093 0.053 -0.143 0.0000
O 2.1385 3.8712 -2.1919 -0.315 -0.015 0.314 0.0000
H -0.2852 2.4746 -0.7432 0.054 0.483 -0.044 -0.0020
H -1.3268 3.4758 -1.2086 0.015 0.278 -0.185 0.0004
O -0.4879 3.4425 -0.7390 -0.074 -0.392 0.243 0.0008
H 1.5722 -1.7421 -0.0566 1.004 0.023 -0.020 -0.0008
H 2.5864 -1.9607 1.1449 0.291 0.250 0.010 -0.0002
O 2.0036 -2.4066 0.5372 -1.038 -0.244 0.199 -0.0004
H -1.0115 -2.8637 -0.3031 0.248 0.178 -0.892 0.0002
H -1.9110 -3.0589 -1.6652 0.806 0.395 0.187 0.0000
O -1.6936 -3.3457 -0.7733 -0.958 -0.734 0.711 0.0001
H 1.5800 -3.6249 -1.1879 0.348 -0.758 0.160 -0.0001
H 1.3645 -2.3864 -1.9130 0.612 -0.393 -1.047 -0.0005
O 1.6170 -3.3250 -2.0969 -0.732 0.499 0.286 0.0008
H 0.5319 -0.0015 -1.1975 1.527 -1.267 -0.572 -0.0072
H 2.1562 -0.1453 -1.6024 0.322 -0.245 -0.259 -0.0016
O 1.4213 -0.7628 -1.5681 -1.512 1.422 1.044 0.0197
H 0.2645 2.3260 -3.6157 0.195 0.123 -0.023 0.0000
H -0.4267 1.3566 -2.6838 0.179 -0.171 0.232 0.0027
O -0.4250 1.6576 -3.5937 -0.299 0.139 -0.292 0.0037
```
Positions in Å, forces in eV/Å.

Multiplicity: 2
Relative energy (zero: lowest compared OMol25 entry of this formula, charge and spin), eV: 2.238
HOMO energy (alpha / beta), eV: -9.67 / -9.66


(2)
A cluster of 3 separate species, C33H55BF2N5O4P in total. Source: the OMol25 dataset; level of theory: the ωB97M-V functional and the def2-TZVPD basis.

```
101
Properties=species:S:1:pos:R:3:forces:R:3:mulliken_charge:R:1
C -6.5737 -3.3198 0.5957 -0.016 0.187 -0.141 -0.7567
C -6.2030 -4.8553 0.5568 -0.133 0.217 -0.119 -0.2446
O -4.7800 -5.0703 0.3447 -0.622 0.623 -1.085 -0.5709
B -4.3896 -4.7545 -0.9827 0.239 -0.329 -0.029 0.7860
O -4.4494 -5.7827 -1.9492 -1.046 1.362 0.824 -0.5918
C -3.9032 -3.2731 -1.4243 1.285 1.659 0.119 1.1126
C -4.6158 -2.5228 -2.5453 2.372 1.588 0.914 0.1280
C -5.8631 -3.1166 -3.2845 0.443 0.643 -0.329 -1.9192
C -4.0761 -1.1993 -2.8719 -0.201 -1.714 0.141 0.5251
C -4.7894 -0.3393 -3.9889 -0.377 -0.013 0.865 0.1147
C -5.6528 0.7764 -3.2579 -0.579 -0.530 -0.243 -1.2480
F -3.8761 0.1814 -4.9373 -0.782 -0.377 0.922 -0.3569
C -2.8872 -0.6055 -2.1586 -0.593 -0.724 -0.067 -0.3726
N -2.4910 0.6646 -2.5568 1.892 -0.469 1.979 -0.3831
C -1.3943 1.1203 -1.8990 0.335 -1.874 1.184 -0.0643
P -0.7447 2.8337 -2.4198 -0.823 0.746 -1.766 -0.0474
O 0.8667 2.5255 -2.8843 -0.992 0.627 1.673 -0.4086
O -0.7445 3.8294 -1.0494 0.252 -1.480 -0.401 -0.4001
C -0.7054 0.3061 -0.8420 0.577 0.360 0.609 0.4827
C 0.5778 0.9270 -0.1895 1.944 -0.194 -0.241 0.0252
C 1.8828 0.5716 -0.7434 0.912 0.044 0.090 -0.3588
C 3.1897 1.0412 -0.2371 -3.720 1.421 2.200 -0.5005
C 3.0282 1.9520 0.9418 -1.320 -1.913 -2.080 -0.7667
C 1.6575 2.2041 1.3815 1.562 0.592 0.504 0.0875
N 0.4773 1.7658 0.8768 1.513 -0.936 -0.974 0.0494
N -1.0698 -0.9180 -0.3792 -1.220 2.732 -2.931 -0.3776
C -2.1905 -1.3387 -1.0878 -1.757 -2.260 -0.092 0.6490
C -2.7517 -2.6983 -0.7201 -1.429 0.401 -0.680 0.3280
C -2.0553 -3.5013 0.4488 0.264 0.270 -0.284 -1.2263
C -1.0167 -4.5632 -0.1443 0.737 0.242 -0.269 -0.6969
C -0.8552 -4.4762 -1.7226 0.145 -0.735 0.817 0.1373
F 0.1306 -5.4415 -2.1273 -0.791 0.967 0.450 -0.3621
H -5.6524 -2.6724 0.6659 -0.866 -0.858 -0.010 0.1524
H -7.0949 -3.0399 -0.3581 0.420 -0.133 0.871 0.1804
H -7.2427 -3.0396 1.4565 0.611 -0.485 -0.860 0.3405
H -6.7268 -5.3609 -0.3153 0.119 0.498 1.155 0.1593
H -6.4824 -5.3729 1.5116 0.335 0.443 -0.969 0.3264
H -5.3054 -6.2326 -1.7902 0.928 -0.404 -0.014 0.3067
H -6.8124 -2.6099 -2.9342 0.994 -0.668 -0.265 0.2958
H -5.9429 -4.2285 -3.2017 0.132 1.049 0.198 0.2122
H -5.7741 -2.8927 -4.3900 -0.106 -0.318 1.228 0.5907
H -5.5211 -0.9600 -4.5805 1.107 0.473 0.642 0.2342
H -5.6230 0.5654 -2.1542 0.120 0.601 -1.020 0.3093
H -6.7358 0.6348 -3.5584 1.176 0.289 0.228 0.3619
H -5.3596 1.8251 -3.5115 0.007 -1.009 0.309 0.3015
H 1.3985 3.3389 -2.7535 -0.342 -0.566 -0.133 0.2935
H -1.6076 3.7036 -0.6071 0.546 0.130 -0.054 0.2939
H 1.8921 -0.1118 -1.6349 -0.074 0.752 1.001 0.3170
H 4.1758 0.7417 -0.6546 -1.032 0.263 0.303 0.4864
H 3.9198 2.3775 1.4723 -1.205 -0.391 -0.532 0.3607
H 1.5683 2.8707 2.2864 -0.045 -0.735 -1.057 0.1462
H -1.4533 -2.8175 1.1126 -0.822 -0.432 -0.954 0.3777
H -2.8201 -3.9695 1.1352 0.735 0.330 -1.116 0.3075
H -1.2233 -5.6138 0.1995 -0.017 0.983 -0.580 0.2887
H 0.0079 -4.3030 0.2580 -1.086 -0.346 -0.359 0.3549
H -1.7920 -4.7598 -2.2668 0.886 0.457 0.399 0.1122
H -0.4672 -3.4576 -2.0003 -0.500 -1.043 0.067 0.0901
C 6.8673 -1.9280 0.1971 0.097 0.016 0.080 -1.4817
C 7.2775 -1.1819 -1.0661 0.012 -0.136 0.066 -0.4176
N 8.0435 0.0307 -0.8188 -0.058 0.338 0.011 0.1567
C 8.1961 0.8678 -2.0025 -0.219 0.085 -0.094 -0.5892
C 8.9975 0.3043 -3.1779 0.138 0.105 -0.141 -0.9954
C 9.2434 -0.1260 -0.0063 -0.043 -0.158 0.239 -0.7096
C 10.3187 -1.0944 -0.5059 0.250 0.008 0.081 -0.9506
H 6.3071 -1.2793 0.8748 0.083 0.018 -0.022 0.3066
H 6.2254 -2.7716 -0.0634 0.035 0.030 -0.034 0.4379
H 7.7292 -2.3300 0.7340 -0.051 0.028 0.002 0.3298
H 6.3537 -0.9113 -1.5898 0.179 0.170 -0.102 0.4876
H 7.8155 -1.8773 -1.7267 -0.061 -0.081 -0.030 0.2561
H 8.6303 1.8291 -1.7088 0.046 -0.121 0.145 0.3937
H 7.1920 1.1163 -2.3674 -0.011 -0.137 0.094 0.2671
H 10.0697 0.3233 -2.9809 -0.046 -0.096 -0.016 0.2141
H 8.8280 0.9189 -4.0658 -0.014 -0.012 0.040 0.4224
H 8.7044 -0.7157 -3.4309 0.013 0.015 0.043 0.2648
H 8.9389 -0.4439 0.9950 -0.107 -0.049 -0.078 0.3720
H 9.6998 0.8560 0.1525 -0.152 0.037 -0.186 0.3505
H 9.9006 -2.0329 -0.8736 -0.033 0.038 -0.009 0.2482
H 10.9951 -1.3436 0.3168 -0.044 0.014 -0.039 0.3669
H 10.9289 -0.6521 -1.2929 -0.058 -0.102 -0.052 0.2756
C -2.4815 2.5621 2.4730 0.018 -0.083 0.202 -1.0717
C -2.6132 3.9860 2.9942 0.040 -0.063 -0.101 -0.4118
N -2.7508 4.0752 4.4402 -0.208 0.077 0.236 0.1110
C -3.1409 5.4011 4.9020 -0.230 0.068 -0.088 -0.6979
C -2.1604 6.5540 4.6754 0.047 0.177 0.132 -0.9336
C -1.7075 3.4235 5.2211 0.048 -0.271 -0.099 -0.7215
C -0.2638 3.8829 5.0007 0.214 -0.046 0.180 -0.8111
H -3.3230 1.9439 2.7959 0.020 0.072 0.053 0.3391
H -2.4704 2.5665 1.3812 0.070 -0.016 0.025 0.2415
H -1.5554 2.0896 2.8034 -0.046 -0.006 -0.129 0.1892
H -3.5082 4.4168 2.5313 0.022 0.146 0.234 0.4428
H -1.7603 4.5764 2.6268 0.028 -0.005 -0.103 0.2032
H -3.3867 5.3522 5.9679 0.112 -0.155 -0.031 0.3546
H -4.0862 5.6608 4.4106 0.077 -0.125 -0.088 0.3968
H -1.3245 6.5160 5.3746 0.024 -0.007 -0.105 0.2237
H -2.6695 7.5070 4.8424 -0.004 -0.042 -0.007 0.3965
H -1.7673 6.5724 3.6578 0.003 -0.040 0.028 0.2566
H -1.7552 2.3485 5.0255 -0.048 0.054 -0.123 0.3668
H -1.9473 3.5123 6.2853 -0.138 0.171 -0.102 0.3683
H -0.0208 4.0104 3.9442 -0.068 0.013 -0.003 0.1125
H 0.4230 3.1309 5.4010 -0.043 0.029 -0.024 0.3742
H -0.0501 4.8150 5.5233 0.018 0.026 -0.126 0.2925
```
Positions in Å, forces in eV/Å.

Relative energy (zero: lowest compared OMol25 entry of this formula, charge and spin), eV: 4.200
SMILES string: CCOB(O)c1c(C)c([C@@H](C)F)c2nc(P(O)O)c(-c3ccccn3)nc2c1CCCF.CCN(CC)CC.CCN(CC)CC
HOMO energy, eV: -8.07


(3)
A structure of composition C29H38BaN2O2P3. Source: the OMol25 dataset; level of theory: the ωB97M-V functional and the def2-TZVPD basis.

```
75
Properties=species:S:1:pos:R:3:forces:R:3:mulliken_charge:R:1
Ba -1.0008 -1.5268 0.5719 0.090 1.542 0.050 1.5186
P -3.2928 0.4929 0.2317 2.279 -0.803 -0.622 0.7644
C -4.0446 -0.7498 -0.7581 0.904 -0.721 2.499 -1.3396
C -3.4741 -1.3428 -1.8788 -0.019 0.564 0.105 0.4530
N -2.1049 -1.5467 -1.9983 -0.226 0.332 -0.470 0.4572
C -1.6460 -1.6000 -3.2578 -0.175 -0.523 -1.229 0.3847
C -2.4471 -1.5040 -4.3724 0.450 0.300 -0.326 -0.9034
C -3.8417 -1.4326 -4.2348 -1.203 -0.608 2.365 -0.7305
C -4.4065 -1.4736 -2.9433 1.340 -0.877 -2.569 -0.8367
C -0.1720 -1.7627 -3.6357 0.008 -0.516 -0.339 -0.9594
P 0.9181 -2.6650 -2.5769 -0.856 1.959 1.935 0.6715
H -5.4864 -1.5032 -2.7095 0.853 0.333 -0.355 0.4292
H -1.9593 -1.4295 -5.3483 -0.385 -0.148 0.270 0.3797
H -4.4806 -1.3685 -5.0828 -0.325 0.038 -0.623 0.4477
H -0.0480 -2.3579 -4.5538 -0.468 0.887 -0.383 0.4529
H 0.2961 -0.7754 -3.6902 0.032 -0.033 -0.269 0.4490
H -3.6053 -3.1681 2.3673 -0.391 1.508 -0.999 0.2916
H -4.8430 -1.2556 -0.2833 -1.649 -0.090 -0.217 0.4675
H -1.6238 -4.9620 -0.4706 -1.424 -1.288 0.362 0.2052
O -3.4712 -3.7612 3.0771 0.799 0.118 1.019 -0.5794
H -3.7650 -4.5566 2.6752 -0.472 -1.562 -0.131 0.2966
H 0.4779 -1.7433 -1.4273 1.199 -1.926 -0.683 -0.0841
O -0.8869 -4.4135 -0.6171 2.564 1.139 0.429 -0.3561
H -0.0853 -4.8591 -0.2491 -1.242 0.179 -0.332 0.2889
C 0.8186 -4.4522 -2.8992 -0.359 0.067 0.153 -1.3884
H 1.2269 -4.5789 -3.9084 -0.068 0.274 0.002 0.5588
H 1.4567 -5.0636 -2.2525 -0.323 0.197 0.104 0.3880
H -0.2333 -4.7610 -2.9000 0.441 -0.052 0.129 0.3520
C 2.5908 -2.1461 -2.9074 -0.331 -0.585 -0.099 -0.9164
H 3.1544 -2.0356 -1.9684 -0.048 0.205 -0.557 0.1447
H 2.9649 -2.9660 -3.5343 0.503 0.525 0.055 0.4654
H 2.4371 -1.2282 -3.4819 0.742 0.017 0.248 0.3718
C -3.8213 2.0133 -0.5556 -0.194 1.070 0.194 -1.4754
H -4.7230 2.3422 -0.0254 -0.065 0.220 -0.457 0.4209
H -3.0580 2.7942 -0.4797 -0.131 -0.053 0.097 0.3392
H -4.0141 1.8401 -1.6179 -0.099 -0.059 0.251 0.3362
C -4.1053 0.4265 1.8328 -0.439 0.189 0.497 -1.0145
H -3.4544 0.7558 2.6474 -0.032 0.110 -0.187 0.1236
H -4.9540 1.1033 1.7688 -0.397 -0.185 0.429 0.4147
H -4.4218 -0.5918 2.0690 -0.222 0.106 -0.064 0.3116
N 0.6856 0.3612 -0.0239 0.139 0.763 0.242 -0.5621
P 1.5277 1.4131 0.8155 -0.760 -0.863 0.708 0.6437
C 0.9063 1.1756 2.5358 0.263 -0.183 -0.135 0.2211
C -0.2025 1.9070 2.9679 -0.292 -0.377 0.395 -0.2600
C -0.9530 1.4665 4.0705 0.221 0.197 -0.241 -0.7512
C -0.6045 0.2894 4.7352 -0.102 0.070 0.070 -0.6205
C 0.5292 -0.4140 4.3210 0.287 -0.167 -0.211 -0.6613
C 1.3059 0.0324 3.2384 -0.735 -0.017 0.458 -0.3228
C 3.2819 0.9124 0.7663 0.228 0.446 0.159 0.5343
C 4.3696 1.7922 0.9096 -0.050 -0.649 0.150 -0.4111
C 5.6722 1.2917 0.8267 -0.174 -0.252 0.155 -0.7372
C 5.8877 -0.0757 0.6288 -0.163 -0.095 -0.370 -0.5764
C 4.8018 -0.9506 0.4793 -0.164 0.352 0.279 -0.6497
C 3.4989 -0.4529 0.5588 0.694 -0.074 0.209 -0.7014
C 1.6069 3.3291 0.8926 0.090 0.348 -0.884 0.0263
C 1.1423 3.9981 -0.2488 -0.055 -0.025 0.129 -0.5010
C 1.1029 5.3957 -0.3338 0.206 0.007 0.356 -0.6367
C 1.5868 6.1655 0.7341 -0.188 -0.176 -0.272 -0.3575
C 2.1000 5.5411 1.8790 -0.178 -0.333 -0.406 -0.7761
C 2.1147 4.1379 1.9509 -0.063 -0.323 0.090 0.1220
H -0.5160 2.7946 2.4194 0.091 -0.162 0.144 0.4029
H -1.8067 2.0607 4.4024 0.200 -0.232 -0.077 0.4911
H -1.2079 -0.0641 5.5858 0.390 0.173 -0.488 0.3893
H 0.8174 -1.3333 4.8313 -0.043 0.253 0.019 0.4468
H 2.1965 -0.5190 2.9338 -0.220 0.105 0.078 0.4508
H 4.2024 2.8404 1.1586 0.036 -0.263 -0.317 0.3466
H 6.5174 1.9638 0.9628 -0.148 -0.160 -0.081 0.4181
H 6.9020 -0.4716 0.5618 -0.246 0.170 0.083 0.3709
H 4.9463 -2.0253 0.3576 0.169 0.281 0.017 0.4237
H 2.6425 -1.1318 0.5403 0.221 0.325 -0.259 0.6943
H 0.8019 3.3904 -1.0872 -0.085 0.167 0.112 0.3613
H 0.6933 5.8763 -1.2305 0.249 -0.189 0.416 0.3798
H 1.5612 7.2569 0.6660 0.013 -0.395 0.066 0.3772
H 2.4752 6.1610 2.7083 -0.160 -0.517 -0.442 0.3792
H 2.5428 3.6983 2.8626 -0.334 -0.053 -0.431 0.4445
```
Positions in Å, forces in eV/Å.

Net charge: +1
Relative energy (zero: lowest compared OMol25 entry of this formula, charge and spin), eV: 5.527
HOMO energy, eV: -8.20


(4)
A cluster of 2 separate species, CHBrF2O in total. Source: the OMol25 dataset; level of theory: the ωB97M-V functional and the def2-TZVPD basis.

```
6
Properties=species:S:1:pos:R:3:forces:R:3:mulliken_charge:R:1
C 0.2077 2.3558 -0.6202 2.033 1.707 0.168 0.1131
O -1.2153 -0.2766 -0.1722 2.288 2.203 -0.208 -0.4481
F 1.5041 2.7626 -0.6818 -1.467 -1.105 0.153 -0.1698
F -0.4035 3.4037 -1.0652 -0.504 -0.495 -0.012 -0.1057
Br -0.6273 -0.1733 -1.9370 -0.538 -0.457 0.654 0.1184
H -0.5940 0.4846 0.2010 -1.813 -1.853 -0.755 0.4920
```
Positions in Å, forces in eV/Å.

Relative energy (zero: lowest compared OMol25 entry of this formula, charge and spin), eV: 4.096
HOMO energy, eV: -10.22


Q: relative energy (zero: lowest compared OMol25 entry of this formula, charge and spin) of number 3 (C29H38BaN2O2P3)?
A: 5.527 eV


Q: relative energy (zero: lowest compared OMol25 entry of this formula, charge and spin) of number 2 (C33H55BF2N5O4P)?
A: 4.200 eV


Q: Which formula does entry 1 have?
A: C4H25N2O8


Q: What is the formula in the third record?
A: C29H38BaN2O2P3